Formula: C20H19N3O5S
Source: OMol25
Level of theory: ωB97M-V with the def2-TZVPD basis set

The geometry in XYZ format:
```
48
Properties=species:S:1:pos:R:3:nbo_charge:R:1
O -0.5341 -0.3242 0.5448 -0.59
C -0.5734 0.2911 -0.4929 0.66
N 0.5397 0.7323 -1.1533 -0.45
N 1.7747 0.5136 -0.6733 -0.20
C 2.7843 0.9348 -1.3190 0.03
C 4.1288 0.7256 -0.8266 0.01
C 5.2246 1.2039 -1.5437 -0.24
C 6.5052 1.0038 -1.0604 -0.19
C 6.7119 0.3327 0.1294 -0.26
C 5.6210 -0.1499 0.8532 0.32
C 4.3361 0.0466 0.3747 -0.30
H 3.4748 -0.3165 0.9159 0.23
O 5.8631 -0.8038 2.0173 -0.66
H 5.0284 -1.0785 2.4169 0.48
H 7.7044 0.1708 0.5179 0.23
H 7.3533 1.3750 -1.6158 0.22
H 5.0708 1.7302 -2.4740 0.21
H 2.6772 1.4755 -2.2692 0.15
H 0.4311 1.2354 -2.0383 0.37
C -1.8608 0.6780 -1.2213 -0.35
N -3.0575 0.1781 -0.6062 -0.66
S -3.4843 -1.3833 -1.0222 2.32
O -3.2359 -1.4929 -2.4327 -0.95
O -4.8130 -1.5929 -0.5320 -0.93
C -2.3646 -2.4763 -0.1538 -0.24
C -2.6233 -2.7956 1.1635 -0.21
C -1.7259 -3.5964 1.8497 -0.20
C -0.5887 -4.0639 1.2111 -0.19
C -0.3475 -3.7460 -0.1159 -0.20
C -1.2419 -2.9455 -0.8051 -0.22
H -1.0912 -2.6828 -1.8405 0.24
H 0.5374 -4.1167 -0.6110 0.22
H 0.1132 -4.6829 1.7502 0.22
H -1.9117 -3.8519 2.8820 0.22
H -3.5235 -2.4255 1.6273 0.23
C -3.3842 0.6062 0.7444 -0.29
C -3.5367 2.0882 0.8101 0.27
C -2.6348 3.0682 1.1148 -0.31
C -3.3219 4.2984 0.9738 -0.32
C -4.5855 3.9724 0.5893 0.09
O -4.7220 2.6421 0.4869 -0.39
H -5.4453 4.5740 0.3710 0.21
H -2.9281 5.2803 1.1382 0.23
H -1.6162 2.9258 1.4145 0.23
H -2.6161 0.2859 1.4582 0.23
H -4.3374 0.1253 0.9704 0.26
H -1.8540 0.2601 -2.2317 0.26
H -1.9208 1.7710 -1.2866 0.24
```

Values from the calculation:
Largest force on an atom (eV/Å): 1.1
E_LUMO (eV): 0.07
SMILES: O=C(CN(Cc1ccco1)S(=O)(=O)c1ccccc1)N/N=C/c1cccc(O)c1
Charge: 0
Energy above the lowest of the compared OMol25 structures with the same formula, charge and spin (kcal/mol): 61.0
Frontier orbital gap (eV): 8.7653
HOMO energy (eV): -8.69
E_tot (eV): -46589.63532